# 1
The following is a DFT calculation (ωB97M-V/def2-TZVPD) of a 3-piece molecular cluster, C17H37BrN4O6 overall in a non-equilibrium geometry.

Each line ends with the Löwdin charge.
CARTESIAN COORDINATES (ANGSTROEM)
C 0.569 -1.310 -3.562  -0.066
C -0.446 -0.187 -3.417  -0.242
C -1.783 -0.470 -4.101  -0.665
Br -1.878 0.504 -5.810  0.729
O -1.969 -1.829 -4.450  -0.036
C -2.245 -2.674 -3.419  -0.524
O -1.964 -3.878 -3.475  0.121
O -2.850 -2.045 -2.394  0.023
C -2.466 -2.500 -1.097  -0.145
C -3.486 -2.003 -0.086  -0.157
C -3.104 -0.671 0.528  -0.207
C -1.901 -0.752 1.466  -0.211
C -1.602 0.608 2.089  -0.173
C -0.647 1.550 1.315  -0.169
C -0.252 1.197 -0.136  -0.188
C 1.280 1.217 -0.390  -0.180
C 1.911 -0.091 -0.857  -0.166
C 1.489 -1.269 -0.013  -0.231
O 2.443 -2.314 -0.069  -0.202
C 1.901 -3.551 -0.460  -0.089
H 1.539 -0.995 -3.205  0.057
H 0.271 -2.163 -2.958  0.067
H 0.629 -1.655 -4.584  0.094
H -0.622 0.063 -2.375  0.080
H -0.026 0.706 -3.858  0.088
H -2.616 -0.088 -3.540  0.091
H -1.495 -2.089 -0.832  0.100
H -2.405 -3.579 -1.057  0.129
H -4.461 -1.938 -0.555  0.119
H -3.592 -2.738 0.707  0.117
H -3.930 -0.304 1.130  0.113
H -2.922 0.088 -0.231  0.116
H -2.166 -1.449 2.257  0.116
H -1.047 -1.162 0.946  0.068
H -2.537 1.120 2.278  0.104
H -1.180 0.438 3.073  0.105
H 0.254 1.683 1.900  0.096
H -1.108 2.528 1.304  0.079
H -0.654 0.262 -0.508  0.055
H -0.653 1.969 -0.785  0.103
H 1.484 1.962 -1.152  0.104
H 1.824 1.511 0.501  0.081
H 2.986 0.017 -0.742  0.124
H 1.741 -0.266 -1.917  0.058
H 1.352 -0.923 1.011  0.124
H 0.530 -1.632 -0.371  0.082
H 2.627 -4.329 -0.263  0.087
H 1.684 -3.561 -1.528  0.085
H 1.006 -3.800 0.105  0.090
N 0.435 5.107 1.361  0.160
C -0.351 5.325 2.461  -0.676
N -0.458 6.633 2.854  0.145
O -0.911 4.418 3.050  0.028
H 0.908 5.836 0.864  0.092
H 0.545 4.158 1.057  0.084
H -1.025 6.824 3.658  0.099
H -0.004 7.393 2.386  0.088
N 3.781 -1.486 2.462  0.172
C 3.696 -0.221 2.976  -0.663
N 4.235 -0.057 4.224  0.147
O 3.178 0.704 2.370  0.024
H 4.206 -2.249 2.952  0.095
H 3.403 -1.652 1.543  0.064
H 4.185 0.858 4.627  0.100
H 4.666 -0.797 4.743  0.089

The value obtained for the molar mass is 473.41 Da. Its SMILES is CC[C@@H](Br)OC(=O)OCCCCCCCCCCOC.NC(N)=O.NC(N)=O. The value obtained for the HOMO energy is -9.9 eV. The value obtained for the energy above the lowest of the compared OMol25 structures with the same formula, charge and spin is 10.4 kcal per mole.

=====

# 2
The following is a DFT calculation (ωB97M-V/def2-TZVPD) of C17H37CaCl2CsF7N4O7PS as an isolated structure in a non-equilibrium geometry.

Each line ends with the Löwdin charge.
CARTESIAN COORDINATES (ANGSTROEM)
C 3.329 0.633 4.128  -0.078
C 1.940 0.228 3.690  -0.412
C 2.044 -0.929 2.693  -0.299
C 1.027 1.323 3.181  -0.234
O 1.420 1.803 1.905  -0.371
S 2.323 3.269 1.791  0.788
O 1.349 4.317 1.890  -0.383
O 2.523 3.071 0.173  -0.338
C 3.836 2.549 -0.119  -0.276
C 3.738 1.088 -0.540  -0.254
C 4.880 0.235 -0.026  -0.609
Cl 6.476 0.869 -0.471  0.590
H 4.117 0.099 3.570  0.068
H 3.529 1.702 4.087  0.053
H 3.457 0.379 5.176  0.048
H 1.501 -0.188 4.608  0.099
H 1.017 -1.307 2.532  0.104
H 2.669 -1.686 3.216  -0.490
H 2.532 -0.657 1.731  0.092
H 0.040 0.869 3.021  0.118
H 0.867 2.108 3.925  0.123
H 4.275 3.158 -0.906  0.121
H 4.474 2.677 0.761  0.054
H 2.821 0.656 -0.130  0.087
H 3.660 1.000 -1.626  0.110
H 4.809 0.191 1.061  0.060
H 4.780 -0.785 -0.395  0.068
Cl 4.607 4.305 3.086  -0.496
Cs 3.278 -3.046 3.599  1.503
N -1.057 2.029 5.606  -0.556
O -1.921 1.601 4.864  0.034
O -0.867 3.180 5.896  0.093
O -0.240 1.114 6.151  -0.424
C -0.418 -0.641 -3.363  -0.062
C -0.869 -1.722 -2.383  -0.436
C -1.625 -1.174 -1.159  -0.225
O -0.813 -0.558 -0.192  -0.181
C -0.493 0.806 -0.463  -0.066
N 0.306 -2.507 -2.001  0.050
H 0.442 -0.091 -2.984  0.070
H -0.122 -1.090 -4.311  0.081
H -1.217 0.078 -3.567  0.052
H -1.563 -2.386 -2.911  0.128
H -2.101 -2.023 -0.657  0.125
H -2.433 -0.487 -1.460  0.098
H -1.331 1.311 -0.958  0.087
H 0.406 0.897 -1.074  0.077
H -0.289 1.299 0.484  0.076
H 0.004 -3.288 -1.424  0.076
H 0.849 -1.925 -1.368  0.070
C -4.066 -0.398 -4.131  -0.055
C -4.225 1.036 -3.666  -0.153
N -4.988 1.863 -4.616  -0.039
C -4.679 2.061 -5.942  0.012
C -5.596 2.928 -6.436  0.009
N -6.441 3.256 -5.400  -0.087
C -6.053 2.592 -4.314  -0.008
C -7.566 4.191 -5.463  0.031
H -3.533 -0.453 -5.080  0.082
H -3.489 -0.944 -3.389  0.058
H -5.030 -0.892 -4.259  0.091
H -3.252 1.509 -3.529  0.128
H -4.746 1.074 -2.710  0.131
H -3.839 1.568 -6.396  0.142
H -5.732 3.353 -7.414  0.140
H -6.520 2.648 -3.345  0.176
H -7.403 5.003 -4.759  0.107
H -8.489 3.671 -5.219  0.106
H -7.631 4.593 -6.469  0.101
Ca 0.409 -0.025 7.681  1.613
F 2.229 1.132 6.615  -0.619
F 5.587 -8.712 4.967  -0.210
P 4.106 -8.890 4.269  0.351
F 3.866 -7.315 4.794  -0.260
F 2.796 -9.824 3.900  -0.213
F 4.950 -9.956 3.355  -0.197
F 3.765 -8.130 2.827  -0.234
F 3.605 -9.290 5.792  -0.215

The value obtained for the molar mass is 849.42 Da. The value obtained for the HOMO energy is -5.6 eV.

=====

# 3
The following is a DFT calculation (ωB97M-V/def2-TZVPD) of a 3-piece molecular cluster, C17H38Br2O10P2 overall in a non-equilibrium geometry.

Each line ends with the Löwdin charge.
CARTESIAN COORDINATES (ANGSTROEM)
C 2.312 0.037 -0.058  -0.146
C 1.800 0.958 -1.209  -0.744
Br 0.992 -0.190 -2.603  0.723
C 0.853 2.086 -0.734  -0.692
Br 1.803 3.355 0.440  0.725
C -0.409 1.633 0.038  -0.262
O -1.360 0.936 -0.789  -0.053
C -1.744 -0.255 -0.274  -0.377
O -2.181 -1.102 -0.950  0.101
H 1.517 -0.105 0.695  0.070
H 2.573 -0.954 -0.471  0.058
H 3.219 0.452 0.418  0.074
H 2.659 1.449 -1.697  0.080
H 0.496 2.642 -1.619  0.100
H -0.918 2.559 0.379  0.116
H -0.194 1.062 0.959  0.108
H -1.689 -0.456 0.823  0.161
C -5.639 -3.908 -8.462  -0.091
C -5.569 -2.549 -7.788  -0.295
O -5.585 -2.648 -6.366  -0.213
P -4.283 -3.334 -5.623  0.641
O -3.277 -2.220 -5.727  -0.229
O -4.681 -3.083 -4.045  -0.262
C -3.871 -2.294 -3.170  -0.285
C -4.351 -0.855 -3.148  -0.068
O -5.049 -4.819 -5.594  -0.223
C -5.224 -5.584 -4.391  -0.270
C -6.525 -5.240 -3.692  -0.069
H -4.742 -4.498 -8.252  0.066
H -5.725 -3.797 -9.544  0.077
H -6.494 -4.478 -8.096  0.080
H -4.673 -2.006 -8.107  0.110
H -6.437 -1.954 -8.074  0.117
H -2.818 -2.366 -3.435  0.104
H -3.963 -2.721 -2.169  0.111
H -4.470 -0.451 -4.154  0.076
H -3.655 -0.223 -2.602  0.054
H -5.331 -0.793 -2.669  0.078
H -4.364 -5.464 -3.733  0.112
H -5.252 -6.636 -4.686  0.115
H -6.673 -4.174 -3.549  0.071
H -6.569 -5.730 -2.717  0.081
H -7.375 -5.586 -4.287  0.077
C 3.565 5.983 5.066  -0.087
C 4.339 5.200 4.021  -0.289
O 4.900 3.999 4.549  -0.209
P 3.870 2.800 5.010  0.644
O 3.463 2.245 3.672  -0.251
O 4.970 1.625 5.371  -0.262
C 5.003 0.380 4.678  -0.285
C 5.978 0.436 3.517  -0.072
O 3.899 3.338 6.589  -0.219
C 4.236 2.490 7.700  -0.266
C 5.725 2.508 7.987  -0.068
H 2.681 5.431 5.398  0.067
H 3.233 6.941 4.661  0.079
H 4.181 6.166 5.947  0.081
H 3.698 4.959 3.166  0.101
H 5.170 5.803 3.653  0.119
H 4.007 0.081 4.353  0.103
H 5.335 -0.380 5.390  0.118
H 5.808 1.308 2.885  0.073
H 5.899 -0.461 2.899  0.077
H 7.001 0.515 3.889  0.076
H 3.864 1.479 7.535  0.112
H 3.706 2.884 8.570  0.117
H 6.340 2.331 7.110  0.071
H 5.971 1.755 8.740  0.083
H 6.022 3.486 8.372  0.079

The value obtained for the molar mass is 624.24 Da. Its SMILES is C[C@@H](Br)[C@H](Br)COC=O.CCOP(=O)(OCC)OCC.CCOP(=O)(OCC)OCC. The value obtained for the HOMO energy is -9.8 eV.